# 1
DFT (ωB97M-V/def2-TZVPD) results for a molecular structure, C16H31BeNP2Se in a non-equilibrium geometry.

Computed properties:
LUMO level: 0.0 eV
energy above the lowest of the compared OMol25 structures with the same formula, charge and spin: 0.00 kJ/mol
frontier orbital gap: 6.57 eV
max |F|: 3.60 eV Å⁻¹

Structure (ORCA input):
```
! wB97M-V def2-TZVPD RIJCOSX def2/J DEFGRID3
* xyz 0 1
C -3.486 3.081 -0.865
C -1.825 1.802 -2.869
C -3.883 0.067 1.203
H 3.220 0.385 2.158
H -4.059 2.143 -0.802
H 4.093 0.287 -0.721
H 1.287 -2.838 0.161
H 1.395 -1.388 -2.838
H 3.762 -1.726 -1.022
P -1.639 -2.594 2.308
H -0.915 -2.309 4.575
H 1.909 -1.520 2.186
C -1.157 -4.291 1.794
H -0.650 4.712 -0.644
H 0.497 0.588 -1.957
C 3.403 0.700 0.026
C -0.931 4.282 -1.620
H 0.119 1.816 -0.238
H -1.273 -4.369 0.709
H -3.925 3.764 -1.609
H 2.631 -2.907 -1.666
H -1.880 -4.948 2.289
N -2.775 0.076 0.749
H 2.933 -0.517 -2.797
H 3.849 1.648 0.363
H 4.334 -0.726 1.369
Se -5.471 -0.028 1.899
C 1.969 -1.979 0.112
H 1.797 2.050 -0.378
C 2.255 -1.229 1.189
H -1.601 4.971 -2.155
P -1.790 2.733 -1.328
H -1.154 2.290 0.913
C 3.356 -0.226 1.255
H -0.847 1.841 -3.374
C -0.952 1.773 -0.051
C -0.372 -2.287 3.622
H -2.093 0.749 -2.680
H -3.505 3.560 0.125
H -0.814 -2.244 -0.012
H 0.073 -1.291 3.510
H 0.414 -3.053 3.628
C 2.694 -1.917 -1.191
C 2.103 -0.886 -2.164
H -2.577 2.241 -3.546
H -0.026 4.084 -2.221
Be -1.179 -0.006 0.322
H 0.177 -1.406 1.272
C -0.823 -1.663 0.925
H -0.138 -4.540 2.105
C 1.412 0.247 -1.453
C 2.059 0.999 -0.567
*
```


# 2
DFT (ωB97M-V/def2-TZVPD) results for 3 unconnected molecules or ions with the total composition C16H31Br3N2O9PS2 in a non-equilibrium geometry.

Computed properties:
LUMO level: -5.2 eV
energy above the lowest of the compared OMol25 structures with the same formula, charge and spin: 0.00 kJ/mol
frontier orbital gap: 6.96 eV
max |F|: 2.54 eV Å⁻¹

Structure (ORCA input):
```
! wB97M-V def2-TZVPD RIJCOSX def2/J DEFGRID3
* xyz 1 1
H -3.108 -1.574 1.462
H 2.033 -5.194 -2.919
O 1.919 6.980 1.187
N -2.714 -2.393 0.993
C 3.623 1.137 2.999
O 0.826 1.509 1.442
C -0.103 -5.065 -1.831
C -3.216 -2.710 -0.174
H 4.159 7.498 -2.808
H -4.210 1.372 -0.213
N -1.753 -2.974 1.698
C 0.594 -1.045 1.830
O 2.443 0.310 2.871
C -4.336 -1.878 -0.799
H 4.136 0.793 3.896
H 1.349 -2.652 -0.114
O 2.536 -0.006 0.430
O -5.001 -4.202 -2.650
H 1.917 -2.402 -1.820
O 2.348 -4.773 -2.105
H -0.097 5.094 0.854
C 2.316 7.034 -1.790
C -1.270 -3.980 1.015
H -0.443 -4.505 1.510
H -0.594 -4.324 -2.493
H 0.052 -0.860 2.755
H 4.190 3.186 3.337
C 3.752 6.718 -2.165
Br -3.192 -6.690 -2.631
H 4.385 6.648 -1.281
C -3.877 0.448 0.272
H 0.921 3.755 0.231
Br -6.459 0.006 -0.893
H 1.726 7.160 -2.697
H 3.812 5.760 -2.683
H -3.797 0.665 1.357
Br -3.707 -1.087 -2.495
H 2.250 7.968 -1.229
C 0.872 4.602 0.910
H 0.121 -5.937 -2.468
H 2.579 2.762 3.957
H -5.374 -4.767 -1.944
S 1.644 0.333 1.495
O 3.392 5.081 0.510
O 1.697 5.966 -1.051
H 1.069 4.274 1.927
H -5.304 -1.090 1.043
H -0.103 -1.127 1.000
S 2.129 5.757 0.475
H 1.200 -1.944 1.906
C 1.215 -4.453 -1.292
P -3.357 -4.435 -2.576
H 0.156 -2.525 -1.385
C -4.899 -0.731 0.086
O -1.012 -5.534 -0.779
H 4.294 0.965 2.156
H 1.393 -4.918 -0.302
C 1.183 -2.893 -1.174
C -1.661 -4.481 -0.265
H 2.832 2.996 2.234
H -2.860 0.167 -0.053
C -2.742 -3.827 -0.921
C 3.288 2.606 3.142
H -5.167 -2.578 -0.981
*
```


# 3
DFT (ωB97M-V/def2-TZVPD) results for a molecular structure, C16H31ClI2N5O11P.

Computed properties:
LUMO level: 0.1 eV
frontier orbital gap: 8.80 eV
max |F|: 0.68 eV Å⁻¹

Structure (ORCA input):
```
! wB97M-V def2-TZVPD RIJCOSX def2/J DEFGRID3
* xyz 0 1
H -0.333 -0.632 -1.694
O -6.745 -0.013 1.109
C -2.830 -0.879 -2.519
C 0.128 -3.011 -0.996
H 0.765 3.408 -0.194
O -0.450 1.816 -1.668
N 0.075 -0.791 5.237
H -2.512 -1.461 -1.650
H -5.805 -1.728 0.676
I 1.208 -1.793 -5.175
H -3.080 -1.098 4.676
C 1.649 3.905 -0.581
H -1.643 -1.230 -4.271
H 3.155 1.006 -0.126
C -3.623 0.355 -2.047
H 3.572 2.060 -3.052
H 1.373 4.806 -1.125
C -6.060 -0.693 0.416
H 3.710 0.645 -2.252
H 2.257 4.195 0.277
C -1.643 -0.536 -3.430
H -0.452 2.863 -5.664
H -1.781 0.457 -3.856
N 3.782 -3.608 6.710
N -2.163 -0.695 4.657
H 5.874 -2.206 6.341
H -2.985 1.239 -2.110
H -0.963 -3.006 -0.994
I 1.655 -4.670 -2.992
H 5.038 -0.724 6.033
H 2.098 -0.198 -0.861
H 2.889 -4.047 6.835
H 0.446 -2.150 -0.403
H 4.616 -4.153 6.811
P 0.637 2.956 -3.872
H -4.266 1.233 -0.166
C -1.155 -1.378 5.297
O -0.089 4.173 -3.118
C 2.056 1.759 -1.753
O 0.565 0.488 -3.226
H 0.479 -3.900 -0.486
C 0.498 -1.865 -3.204
H -2.021 0.173 4.178
N 3.049 1.267 -2.697
C -0.245 -0.604 -2.779
C 0.667 1.673 -2.516
H 0.845 -1.253 5.694
O 2.438 3.078 -1.440
C 0.661 -2.922 -2.409
H -0.662 2.750 -1.548
O 1.884 3.333 -4.549
N 5.013 -1.702 6.248
H -3.510 -1.522 -3.078
C 1.262 1.048 0.679
C 3.782 -2.276 6.410
H -4.456 0.531 -2.732
O -0.476 2.346 -4.844
C -4.220 0.260 -0.656
C 2.148 0.835 -0.511
O -1.359 -2.436 5.868
H 0.244 0.074 4.762
O 2.749 -1.638 6.297
O -5.549 -0.291 -0.772
H 0.070 5.003 -3.589
Cl -0.096 -0.074 0.891
O 1.457 1.850 1.522
H -3.619 -0.401 -0.022
*
```


> Which formula does entry 3 have?

C16H31ClI2N5O11P